Computed, not measured: the molecule C11H14N2O9, with the ωB97M-V functional and the def2-TZVPD basis.

XYZ file:
```
36
Properties=species:S:1:pos:R:3:forces:R:3
C -1.662 5.722 -1.028 -0.6 0.9 1.1
O -1.400 4.311 -0.917 0.7 -1.1 1.2
C -0.754 3.928 0.248 1.3 1.9 0.8
O -0.347 4.710 1.093 -1.1 0.1 -0.9
N -0.345 2.596 0.341 -0.8 -3.4 2.1
C -0.273 1.893 1.496 -0.9 3.5 -3.5
C -0.562 2.457 2.907 0.5 -1.1 0.0
C 0.772 3.003 3.448 1.5 -0.4 -1.4
O 1.782 3.013 2.746 -1.7 0.1 1.7
O 0.752 3.385 4.747 -0.7 -0.4 -1.0
C 0.127 0.449 1.342 1.8 -2.3 0.7
O 0.145 -0.277 2.340 -0.4 1.0 -0.8
N 0.582 -0.044 0.121 0.3 1.0 0.7
C 1.264 -1.359 -0.010 -1.4 -0.5 0.4
C 0.770 -1.981 -1.346 -0.2 -0.4 0.2
C 1.180 -3.457 -1.484 1.1 0.2 -0.1
C 0.639 -4.475 -0.455 -1.1 -0.9 -2.2
O -0.202 -5.255 -0.895 1.4 1.1 1.9
O 1.170 -4.551 0.783 0.2 0.7 -0.4
C 2.805 -1.324 0.150 0.3 2.7 -0.7
O 3.411 -0.353 -0.272 -0.3 -1.5 0.6
O 3.418 -2.324 0.840 -1.1 0.3 -0.4
H -1.992 6.009 -2.045 0.2 -0.8 0.5
H -0.764 6.311 -0.775 -0.3 -0.4 -0.1
H -2.479 6.001 -0.293 0.9 -0.3 -0.9
H -0.906 1.638 3.588 0.3 0.6 -0.6
H -1.319 3.237 2.872 0.1 0.1 0.0
H 1.640 3.669 4.971 0.5 0.2 0.0
H 0.711 0.680 -0.591 0.0 -0.6 0.2
H 0.894 -2.020 0.810 -0.1 0.8 -0.5
H -0.336 -1.948 -1.391 0.5 0.2 0.4
H 1.088 -1.419 -2.246 0.2 -0.2 0.6
H 2.310 -3.507 -1.508 -1.0 -0.2 -0.1
H 0.763 -3.803 -2.445 0.5 0.0 0.5
H 1.840 -3.835 0.912 -0.5 -0.8 -0.1
H 4.327 -2.031 0.996 0.1 -0.1 -0.1
```
Forces are in eV/Å.

Calculated values
- net charge = 0
- HOMO-LUMO gap (eV) = 9.138
- SMILES = COC(=O)/N=C(\CC(=O)O)C(=O)N[C@@H](CCC(=O)O)C(=O)O
- HOMO (eV) = -10.18

Computed, not measured: a structure of composition Br3O2P, with the ωB97M-V functional and the def2-TZVPD basis.

XYZ file:
```
6
Properties=species:S:1:pos:R:3:forces:R:3
O -0.631 0.174 1.909 1.2 -0.6 0.2
O 0.595 -0.800 -0.521 2.0 -1.0 1.3
P -0.323 0.080 0.494 -0.7 2.3 -3.5
Br -2.134 -0.183 -0.703 -0.5 -1.2 0.2
Br 2.570 -1.422 -0.483 -2.9 1.2 0.4
Br -0.078 2.149 -0.696 0.8 -0.7 1.4
```
Forces are in eV/Å.

Calculated values
- net charge = 0
- HOMO-LUMO gap (eV) = 6.348
- HOMO (eV) = -10.03

Computed, not measured: a structure of composition C4H6N4O, with the ωB97M-V functional and the def2-TZVPD basis.

XYZ file:
```
15
Properties=species:S:1:pos:R:3:forces:R:3
C -2.082 1.675 0.039 -1.0 0.2 -0.3
C -1.908 -1.727 -0.116 0.5 0.9 -0.8
C 1.869 -0.799 0.486 2.4 1.4 1.9
C 1.261 0.426 -0.147 -0.3 -0.2 2.4
N -3.178 1.816 0.356 -0.2 0.2 0.2
N -0.963 -1.102 -0.564 1.8 1.3 0.6
N -0.869 1.413 -0.399 3.4 0.2 -0.9
N -0.186 0.436 0.258 -1.3 -0.2 -0.7
O -2.860 -2.375 0.048 -0.5 -0.5 0.7
H 1.753 -0.909 1.585 -0.6 0.6 -0.5
H 1.396 -1.607 0.067 -0.2 -2.4 -1.2
H 3.004 -0.687 0.469 -1.4 -0.8 -0.9
H 1.875 1.249 0.378 -1.8 -0.3 -1.4
H 1.281 0.331 -1.212 0.5 0.5 -0.8
H -0.394 1.863 -1.247 -1.5 -0.8 1.5
```
Forces are in eV/Å.

Calculated values
- net charge = 0
- HOMO-LUMO gap (spin up / spin down) (eV) = 8.583 / 8.586
- HOMO (spin up / spin down) (eV) = -9.64 / -9.65

Computed, not measured: the ion C5H8NO with charge +1, with the ωB97M-V functional and the def2-TZVPD basis.

XYZ file:
```
15
Properties=species:S:1:pos:R:3:forces:R:3
C 0.758 -3.328 0.116 -1.2 4.7 1.9
C 0.387 -2.256 0.563 1.2 -3.1 -1.2
C -0.107 -0.977 0.673 0.2 2.5 -0.5
O -1.230 -0.650 0.941 -1.5 -0.3 0.7
C 0.819 0.192 0.269 -1.3 -1.4 -2.6
N 0.003 1.408 0.317 -1.6 -2.2 -1.0
C -0.732 1.634 -0.963 0.0 3.5 -1.8
H 0.784 -4.320 0.085 0.6 -3.7 -0.7
H 1.592 0.185 0.919 2.7 0.4 1.9
H 1.166 -0.082 -0.762 -0.1 0.8 0.8
H 0.318 2.143 0.903 0.6 1.2 0.1
H -0.867 0.993 0.754 0.4 0.0 1.1
H -1.166 0.703 -1.203 -0.4 -1.1 -0.3
H -1.597 2.339 -0.716 1.3 -0.8 -0.6
H -0.130 2.016 -1.898 -0.8 -0.6 2.3
```
Forces are in eV/Å.

Calculated values
- net charge = +1
- HOMO-LUMO gap (eV) = 10.815
- SMILES = C#CC(=O)C[NH2+]C
- HOMO (eV) = -15.32

| no. | maximum force (eV/Å) |
| --- | --- |
| 1 | 5.062 |
| 2 | 4.249 |
| 3 | 3.540 |
| 4 | 5.186 |